Entry 1:
{
  "formula": "C4H10N2",
  "method": "the ωB97M-V functional and the def2-TZVPD basis",
  "max_force_ev_per_a": 3.54,
  "homo_lumo_gap_ha": 0.2723,
  "mol_weight_g_mol": 86.138,
  "elements": ["C", "C", "N", "N", "C", "C", "H", "H", "H", "H", "H", "H", "H", "H", "H", "H"],
  "coordinates": [[0.6987, -1.1013, 0.5514], [1.6337, -0.0899, -0.0372], [-0.5950, -0.8288, -0.1939], [-1.8763, -0.5827, 0.4293], [0.0879, 0.7281, -0.8948], [-0.3518, 1.9133, -0.4162], [-0.6285, -1.3732, -1.0537], [-1.8586, 0.2223, 1.0534], [-2.2168, -1.3593, 0.9927], [0.5484, -0.9393, 1.6210], [0.9488, -2.1511, 0.3543], [2.4061, -0.5101, -0.6804], [2.0095, 0.6371, 0.6778], [0.1844, 0.6019, -1.9647], [-0.4729, 2.0878, 0.6473], [-0.5177, 2.7452, -1.0862]],
  "forces_ev_per_a": [[-0.77, -0.62, 0.08], [-2.37, 0.76, -1.03], [-0.37, 0.64, 1.03], [0.46, -1.00, -0.46], [3.42, 0.41, 0.83], [-0.27, -0.18, 0.08], [-0.78, -0.16, 0.52], [0.65, 0.19, -0.59], [0.43, -0.18, -0.29], [-0.27, -0.21, -0.13], [0.12, 0.16, 0.33], [-0.10, 0.27, -0.13], [0.09, -0.03, -0.15], [-0.12, -0.10, -0.07], [0.39, 0.21, 0.03], [-0.51, -0.16, -0.05]]
}

=====

Entry 2:
{
  "formula": "C3H9NS2",
  "method": "the ωB97M-V functional and the def2-TZVPD basis",
  "max_force_ev_per_a": 4.43,
  "smiles": "C=CN.CSS",
  "homo_lumo_gap_ha": 0.2916,
  "mol_weight_g_mol": 123.246,
  "elements": ["C", "C", "N", "H", "H", "H", "H", "H", "C", "S", "S", "H", "H", "H", "H"],
  "coordinates": [[1.3072, 0.8844, -0.8877], [1.2487, 1.0726, 0.4988], [2.0844, 0.4958, 1.3866], [0.8817, 1.6209, -1.5640], [1.1013, -0.1477, -1.2189], [0.4434, 1.6146, 0.8581], [2.3033, -0.4266, 0.9928], [1.5486, 0.2904, 2.2787], [-1.3308, -1.6238, -0.8753], [-2.1190, 0.0190, -1.1604], [-2.4587, 0.6480, 0.8736], [-1.5350, -1.9616, 0.2281], [-1.7938, -2.2034, -1.6633], [-0.2582, -1.7854, -0.9287], [-1.4232, 1.5028, 1.1817]],
  "forces_ev_per_a": [[-1.18, -0.51, 1.77], [0.45, 0.06, -4.40], [-1.52, -2.64, 2.15], [-0.51, -0.09, 0.47], [1.69, 0.27, -0.19], [-0.54, 2.34, 1.05], [0.88, 0.20, 0.17], [1.08, 0.48, -1.02], [-0.55, -0.31, 2.09], [0.60, 0.10, 1.95], [0.40, 0.03, -1.00], [-0.35, 0.41, -2.31], [-0.18, -0.68, 0.30], [0.28, 0.91, -0.46], [-0.53, -0.57, -0.57]]
}

=====

Entry 3:
{
  "formula": "C7H8BrI",
  "method": "the ωB97M-V functional and the def2-TZVPD basis",
  "max_force_ev_per_a": 3.76,
  "smiles": "C[C@@]1(I)CC=C/C1=C\\Br",
  "homo_lumo_gap_ha": 0.3197,
  "mol_weight_g_mol": 298.949,
  "elements": ["C", "C", "I", "C", "C", "C", "C", "C", "Br", "H", "H", "H", "H", "H", "H", "H", "H"],
  "coordinates": [[1.7889, 0.7816, -0.2885], [0.4940, 0.3775, 0.5227], [0.9573, -0.0016, 2.5460], [-0.6137, 1.4483, 0.3675], [-1.8174, 0.7082, -0.0255], [-1.5737, -0.5975, -0.2613], [-0.1997, -0.9885, -0.0483], [0.3055, -2.2346, -0.3670], [-0.7645, -3.5878, -1.1156], [2.5783, -0.0078, -0.2144], [2.2556, 1.6057, 0.1243], [1.3951, 0.8396, -1.3117], [-0.1861, 2.1383, -0.4228], [-0.9855, 1.9521, 1.2371], [-2.6945, 1.3730, -0.1204], [-2.3362, -1.3661, -0.3327], [1.3967, -2.4404, -0.2894]],
  "forces_ev_per_a": [[-1.52, -3.43, 0.16], [0.66, -1.52, -1.28], [0.19, -0.01, 0.65], [1.42, -0.19, -1.16], [-0.20, -0.27, -1.35], [-1.65, 0.31, 1.01], [1.12, -0.24, -0.32], [0.67, 2.93, 0.77], [0.19, 0.00, 0.09], [-0.86, 0.28, -0.27], [0.52, 2.21, 0.45], [0.73, 0.45, 0.06], [-1.01, -0.19, 0.94], [0.92, 0.80, 0.80], [-0.02, -1.27, -0.01], [-0.03, 0.24, -0.57], [-1.12, -0.09, 0.02]]
}

=====

Entry 4:
{
  "formula": "C59H49AgAsF5N6O2S",
  "method": "the ωB97M-V functional and the def2-TZVPD basis",
  "total_charge": -2,
  "max_force_ev_per_a": 1.16,
  "homo_lumo_gap_ha": 0.1286,
  "mol_weight_g_mol": 1183.928,
  "elements": ["Ag", "N", "C", "C", "C", "C", "C", "C", "N", "C", "C", "C", "C", "N", "C", "C", "H", "H", "H", "H", "H", "H", "H", "H", "H", "F", "C", "C", "C", "F", "C", "F", "C", "F", "C", "F", "C", "N", "C", "C", "O", "N", "C", "N", "H", "H", "H", "H", "H", "H", "H", "O", "S", "C", "C", "C", "C", "H", "H", "H", "H", "H", "H", "H", "H", "C", "C", "C", "C", "C", "C", "As", "C", "C", "C", "C", "C", "C", "C", "C", "C", "C", "C", "C", "H", "H", "H", "H", "H", "H", "H", "H", "H", "H", "H", "H", "H", "H", "H", "C", "C", "C", "C", "C", "C", "C", "C", "C", "C", "C", "C", "C", "C", "C", "H", "H", "H", "H", "H", "H", "H", "H", "H", "H"],
  "coordinates": [[-0.2933, 1.1739, 0.1487], [1.5508, -3.5515, 5.4294], [1.7026, -4.2344, 6.6129], [2.8119, -4.7423, 7.2782], [2.5757, -5.4454, 8.4478], [1.2711, -5.6297, 8.9303], [0.1727, -5.1112, 8.2638], [0.3899, -4.4033, 7.0851], [-0.5121, -3.8220, 6.2132], [0.2089, -3.3244, 5.2492], [-0.2823, -2.6495, 4.0433], [-1.5095, -2.0186, 4.0290], [-1.9003, -1.3440, 2.8857], [-1.1707, -1.2921, 1.7665], [-0.0291, -1.9783, 1.7625], [0.4634, -2.6503, 2.8658], [2.2737, -3.1341, 4.8703], [3.8167, -4.6071, 6.8949], [3.4121, -5.8625, 8.9955], [1.1236, -6.1957, 9.8421], [-0.8340, -5.2491, 8.6411], [-2.1249, -2.0113, 4.9195], [-2.8462, -0.8122, 2.8590], [0.5216, -1.9814, 0.8275], [1.4068, -3.1780, 2.7897], [-0.0052, 3.2545, -2.6254], [-1.3634, 3.2551, -2.3770], [-1.8802, 2.4018, -1.4398], [-3.2432, 2.5171, -1.3156], [-3.9326, 1.7340, -0.4281], [-4.0360, 3.3836, -2.0468], [-5.3735, 3.4466, -1.8748], [-3.4489, 4.1944, -2.9964], [-4.1956, 5.0290, -3.7393], [-2.0839, 4.1256, -3.1711], [-1.4978, 4.8887, -4.1182], [-3.3823, -3.4446, -2.1210], [-2.2950, -2.5058, -2.2346], [-1.1447, -2.6814, -3.0840], [-0.2661, -1.5027, -2.6398], [0.8147, -1.2668, -3.1588], [-0.8863, -0.8248, -1.6386], [-2.0577, -1.4414, -1.4260], [-2.9644, -1.0000, -0.5733], [-3.5643, -3.8966, -3.0950], [-4.2964, -2.9308, -1.8187], [-3.1724, -4.2424, -1.4008], [-1.4005, -2.5777, -4.1418], [-0.6324, -3.6328, -2.9277], [-2.6421, -0.2744, 0.0570], [-3.6743, -1.6151, -0.2196], [2.6742, -0.3008, 1.3951], [2.1509, 0.1928, 0.0796], [3.4442, -0.3410, -1.1343], [4.3083, 0.8656, -1.5056], [4.1818, 1.8645, -0.3570], [2.6889, 1.9295, -0.0624], [2.9348, -0.7882, -1.9904], [3.9966, -1.0986, -0.5795], [3.9203, 1.3117, -2.4164], [5.3451, 0.5787, -1.6892], [4.6010, 2.8418, -0.6063], [4.6985, 1.4816, 0.5270], [2.1221, 2.3764, -0.8866], [2.4281, 2.4087, 0.8791], [-2.6299, 0.1415, -6.4187], [-1.4829, 0.3068, -7.1894], [-0.2889, 0.6888, -6.5903], [-0.2211, 0.9078, -5.2139], [-1.3781, 0.7451, -4.4528], [-2.5774, 0.3710, -5.0502], [1.4196, 1.3607, -4.2444], [2.6885, 0.3068, -5.3543], [2.3577, -0.9816, -5.7871], [3.2596, -1.7506, -6.5128], [4.5227, -1.2551, -6.8157], [4.8751, 0.0128, -6.3745], [3.9680, 0.7802, -5.6492], [1.8082, 3.1061, -5.1030], [2.8843, 3.8342, -4.5900], [3.2889, 5.0315, -5.1673], [2.5987, 5.5427, -6.2594], [1.4888, 4.8614, -6.7435], [1.0971, 3.6572, -6.1691], [-3.5577, -0.1667, -6.8861], [-1.5179, 0.1310, -8.2573], [0.5979, 0.8024, -7.2016], [-1.3419, 0.9081, -3.3783], [-3.4656, 0.2585, -4.4384], [1.3869, -1.3888, -5.5401], [2.9750, -2.7458, -6.8384], [5.2278, -1.8523, -7.3822], [5.8616, 0.4082, -6.5889], [4.2680, 1.7671, -5.3232], [3.4106, 3.4632, -3.7161], [4.1385, 5.5691, -4.7599], [2.9122, 6.4741, -6.7178], [0.9230, 5.2700, -7.5735], [0.2221, 3.1505, -6.5529], [-0.7667, 1.9011, 2.0563], [-1.2094, 1.5553, 3.1545], [-1.6279, 1.0952, 4.4404], [-3.0516, 1.1158, 4.7405], [-3.9272, 1.9714, 4.0211], [-5.2953, 1.9736, 4.2414], [-5.8799, 1.1194, 5.1802], [-5.0496, 0.2442, 5.8737], [-3.6762, 0.2337, 5.6610], [-0.6137, 0.5828, 5.3371], [-0.7908, 0.4295, 6.7399], [0.2109, -0.0829, 7.5542], [1.4484, -0.4598, 7.0318], [1.6634, -0.2779, 5.6640], [0.6741, 0.2360, 4.8395], [-3.4949, 2.6251, 3.2722], [-5.9234, 2.6508, 3.6682], [-6.9524, 1.1152, 5.3439], [-5.4804, -0.4536, 6.5871], [-3.0718, -0.4964, 6.1855], [-1.7180, 0.7592, 7.1911], [0.0272, -0.1865, 8.6208], [2.2238, -0.8636, 7.6748], [2.6246, -0.5479, 5.2312], [0.8680, 0.3831, 3.7809]],
  "forces_ev_per_a": [[-0.95, 0.47, -0.47], [0.15, -0.08, -0.09], [-0.03, 0.05, -0.17], [0.01, 0.02, -0.04], [-0.08, 0.01, -0.01], [0.02, 0.01, -0.01], [-0.02, -0.05, 0.08], [-0.03, 0.05, -0.02], [-0.26, -0.17, 0.24], [0.20, 0.04, -0.12], [0.10, -0.15, -0.02], [-0.22, -0.03, 0.22], [-0.09, 0.16, -0.26], [-0.29, -0.51, 0.01], [0.19, -0.07, 0.15], [0.10, -0.07, -0.26], [0.00, 0.08, 0.05], [-0.03, 0.02, 0.02], [-0.02, 0.00, 0.01], [0.00, 0.03, 0.02], [0.04, 0.01, -0.03], [0.01, 0.03, -0.09], [0.05, 0.02, 0.10], [0.05, 0.04, 0.05], [0.01, 0.05, -0.02], [-0.07, 0.10, 0.05], [0.20, -0.06, 0.05], [0.18, -0.02, 0.03], [-0.01, -0.18, 0.21], [0.04, 0.05, 0.00], [-0.09, -0.06, 0.01], [-0.12, 0.01, -0.01], [0.02, -0.08, 0.05], [-0.13, 0.15, -0.13], [0.14, 0.03, -0.06], [0.02, 0.10, -0.04], [0.08, 0.13, 0.05], [-0.08, -0.17, 0.01], [-0.07, 0.07, -0.05], [0.01, -0.19, 0.08], [-0.05, -0.12, 0.17], [-0.11, -0.32, 0.05], [0.26, 0.12, -0.42], [0.06, 0.12, 0.19], [-0.02, 0.00, -0.02], [0.02, -0.01, -0.04], [0.00, -0.01, 0.01], [0.03, 0.00, -0.03], [0.04, -0.02, 0.05], [-0.01, 0.08, 0.13], [-0.02, 0.02, -0.01], [-0.10, -0.02, -0.24], [0.73, 0.18, 0.30], [-0.29, 0.03, -0.24], [0.02, -0.04, 0.26], [-0.06, -0.09, -0.03], [0.19, -0.05, -0.02], [0.06, -0.01, 0.03], [-0.06, -0.01, 0.03], [-0.06, 0.11, -0.21], [0.01, -0.06, -0.02], [-0.04, 0.01, 0.01], [0.02, 0.06, 0.01], [0.01, 0.00, 0.05], [-0.14, -0.02, -0.01], [0.09, 0.02, 0.02], [-0.04, -0.01, 0.12], [-0.04, -0.04, 0.05], [-0.14, -0.14, 0.00], [0.06, 0.10, 0.09], [0.03, -0.01, -0.04], [0.31, 0.16, -0.19], [0.02, -0.11, -0.19], [0.06, 0.08, 0.03], [0.02, 0.06, 0.02], [-0.06, 0.05, 0.06], [-0.07, -0.03, 0.07], [-0.07, -0.07, -0.02], [0.05, 0.07, -0.12], [-0.09, -0.06, -0.03], [-0.03, 0.00, -0.04], [-0.03, -0.06, 0.05], [0.06, -0.02, 0.07], [0.10, -0.02, 0.07], [-0.01, 0.03, 0.00], [0.01, 0.01, -0.03], [0.05, -0.01, 0.00], [-0.03, -0.03, -0.16], [0.02, 0.01, 0.00], [-0.01, -0.01, 0.01], [0.00, 0.04, 0.02], [-0.02, 0.00, 0.01], [-0.02, 0.01, 0.00], [0.00, 0.07, 0.00], [0.03, -0.02, 0.00], [-0.05, -0.02, 0.00], [-0.02, -0.02, 0.03], [0.00, -0.02, 0.03], [0.00, 0.01, -0.02], [0.09, -0.30, 0.46], [0.10, 0.20, 0.17], [-0.16, 0.03, 0.02], [0.36, -0.03, 0.01], [-0.16, -0.09, 0.00], [0.13, -0.07, 0.03], [0.01, 0.00, -0.04], [0.15, 0.04, -0.05], [-0.16, 0.09, -0.01], [-0.06, 0.20, -0.03], [0.20, -0.09, -0.10], [-0.03, 0.01, -0.16], [-0.05, 0.02, 0.03], [-0.20, 0.13, 0.00], [0.06, -0.01, 0.16], [0.01, -0.03, 0.02], [0.06, -0.03, 0.01], [0.04, 0.03, 0.00], [0.04, 0.00, -0.03], [-0.07, 0.08, 0.04], [0.04, -0.04, 0.02], [-0.01, 0.03, -0.05], [-0.03, -0.01, -0.03], [-0.02, 0.07, -0.03], [-0.01, -0.04, 0.06]]
}

=====

Entry 5:
{
  "formula": "C18H27FNO6Pb",
  "method": "the ωB97M-V functional and the def2-TZVPD basis",
  "total_charge": 1,
  "max_force_ev_per_a": 3.33,
  "homo_lumo_gap_ha": 0.0468,
  "mol_weight_g_mol": 579.613,
  "elements": ["Pb", "F", "C", "O", "C", "C", "N", "C", "C", "O", "C", "H", "H", "H", "H", "H", "H", "H", "H", "H", "H", "H", "H", "H", "H", "H", "C", "C", "C", "C", "C", "C", "O", "O", "H", "H", "H", "H", "H", "H", "C", "C", "C", "C", "C", "C", "O", "O", "H", "H", "H", "H", "H", "H"],
  "coordinates": [[-14.3439, 22.9604, -7.8106], [-11.1186, 20.9562, -5.2693], [-16.2625, 27.7241, -5.4885], [-15.6756, 26.7524, -4.6512], [-15.6807, 27.1048, -3.2864], [-14.8463, 26.1034, -2.4270], [-15.5129, 24.8192, -2.5343], [-16.6761, 24.6623, -1.6660], [-16.4579, 24.6516, -0.0900], [-15.8483, 25.8292, 0.5192], [-16.7780, 26.9035, 0.6422], [-16.6895, 27.3326, -6.4118], [-15.4924, 28.4833, -5.6250], [-17.1260, 28.2234, -5.0490], [-16.6708, 27.0406, -2.8351], [-15.3055, 28.1062, -3.0754], [-14.6471, 26.4169, -1.4023], [-13.8020, 26.0170, -2.7274], [-14.9202, 24.0990, -2.1468], [-17.3198, 23.8161, -1.9064], [-17.4226, 25.4081, -1.9391], [-15.8591, 23.7641, 0.1148], [-17.4004, 24.4341, 0.4125], [-16.2338, 27.6577, 1.2105], [-17.8332, 26.7460, 0.8653], [-16.9269, 27.2432, -0.3828], [-8.2165, 14.6626, -9.8473], [-8.5668, 13.3203, -10.1251], [-9.3001, 12.6697, -9.1336], [-9.8022, 13.3127, -7.9854], [-9.5411, 14.6479, -7.7561], [-8.6794, 15.3282, -8.6538], [-8.4143, 16.6477, -8.3775], [-9.6728, 11.3875, -9.3446], [-7.6632, 15.2003, -10.6031], [-8.2162, 12.7805, -10.9924], [-10.4143, 12.7841, -7.2695], [-9.8954, 14.9780, -6.7908], [-9.0834, 16.9699, -7.7690], [-10.6114, 11.1937, -9.2887], [-8.4862, 20.7256, 2.7457], [-7.4416, 20.6015, 3.6678], [-6.2728, 19.8996, 3.3149], [-6.1769, 19.3756, 2.0466], [-7.2039, 19.4447, 1.1733], [-8.3762, 20.0932, 1.5273], [-9.4061, 20.1778, 0.6897], [-5.2556, 19.9184, 4.2221], [-9.3710, 21.3115, 2.9462], [-7.5676, 21.1241, 4.6045], [-5.3676, 18.6876, 1.8510], [-7.1606, 18.7950, 0.3116], [-9.1917, 20.3008, -0.2380], [-5.4531, 20.1275, 5.1380]],
  "forces_ev_per_a": [[0.60, -0.27, 0.69], [-0.62, 0.35, -0.50], [0.03, 0.80, 0.63], [-0.30, -0.68, -0.04], [1.01, -0.55, 1.61], [0.08, 0.54, -0.82], [-0.24, -1.60, 1.06], [-1.29, 1.44, 1.05], [0.28, 0.32, -0.87], [-1.31, -1.81, 0.00], [0.93, 0.39, -1.90], [0.69, -0.44, -0.11], [-0.20, 0.28, -0.67], [-0.06, 0.00, 0.52], [-0.42, 0.24, -0.44], [0.10, 0.30, -0.43], [-0.96, 0.50, 0.23], [-0.10, -0.19, -0.97], [0.78, -0.13, -0.47], [0.75, -0.80, -0.04], [0.17, 0.69, 0.23], [0.59, 0.31, 0.25], [-0.33, 0.21, -0.11], [-0.64, 0.03, 0.15], [0.22, -0.82, 1.28], [0.27, 0.84, -0.32], [-0.71, 0.15, 0.84], [0.34, 1.31, 1.96], [-1.50, 0.28, 0.12], [0.46, 0.32, -0.82], [1.05, -1.10, -0.63], [-0.90, -0.56, -0.24], [0.51, -0.41, -0.96], [0.59, -1.41, -0.63], [0.15, 0.27, 0.21], [-0.11, 0.13, -0.07], [0.03, -0.30, -0.10], [0.10, 0.92, -0.13], [0.03, 0.02, 0.18], [-0.04, 0.41, 0.29], [0.68, -0.20, 0.94], [-0.81, 0.08, -1.12], [-1.22, 2.21, 2.17], [1.64, -1.37, 1.02], [-0.86, -0.65, -0.38], [0.89, 0.43, -0.49], [-1.85, 0.23, -0.65], [1.23, -1.05, -1.05], [-0.04, -0.05, 0.15], [0.35, -0.12, 0.23], [0.39, 0.28, -0.21], [-0.08, 0.33, -0.40], [0.40, -0.23, 0.00], [-0.73, 0.12, -0.25]]
}